<w>
Entry from OMol25: a single C5H6O2 molecule (ωB97M-V/def2-TZVPD).

Each line ends with the Löwdin charge.
Cartesian coordinates (Å):
C -1.6100 -1.3145 0.1014  -0.0924
C -0.8536 -0.3696 0.9901  -0.1497
C -0.3168 0.7428 0.5733  -0.0227
C 0.3643 1.7330 0.0650  -0.1041
O 1.6353 1.5962 -0.5058  -0.0023
C 2.0996 0.3832 -0.8641  -0.3224
O 1.5447 -0.6755 -0.7675  0.0877
H -1.6972 -0.9177 -0.9131  0.0807
H -2.6101 -1.5182 0.4969  0.0716
H -1.0668 -2.2654 0.0479  0.0806
H -0.6559 -0.6833 2.0140  0.1115
H 0.0606 2.7737 0.0438  0.1176
H 3.1061 0.5154 -1.2821  0.1438

Properties
SMILES: CC=C=COC=O

<x>
Entry from OMol25: a single C5H6O2 molecule (ωB97M-V/def2-TZVPD).

Each line ends with the Löwdin charge.
Cartesian coordinates (Å):
C -1.0881 0.1289 -2.6514  0.1643
C -0.3595 -0.0518 -1.7091  -0.0210
C 0.6751 -0.1971 -0.6972  -0.3597
O 1.7310 -0.7312 -0.9782  0.1119
C 0.4735 0.4188 0.6827  -0.3952
C -0.7552 -0.1179 1.4122  -0.0311
O 1.6228 0.1926 1.4451  -0.0165
H -1.6961 0.2978 -3.5137  0.0424
H 0.3309 1.5002 0.5056  0.1581
H -0.7824 0.3294 2.4101  0.0861
H -0.6939 -1.2041 1.5298  0.0922
H -1.6806 0.1398 0.8874  0.0815
H 2.2802 -0.1782 0.8307  0.0869

Properties
SMILES: C#CC(=O)[C@@H](C)O

<y>
Entry from OMol25: a molecular structure, C5H6O2 (ωB97M-V/def2-TZVPD).

Each line ends with the Löwdin charge.
Cartesian coordinates (Å):
C 0.8410 -1.6596 -0.6894  -0.0392
C -0.1540 -0.9382 0.1914  -0.3309
O 0.6529 -0.0861 1.1429  0.0449
C 0.2304 1.1864 1.0016  -0.5201
O 0.6156 2.1638 1.5684  0.1305
C -0.7841 0.9150 -0.0156  -0.0141
C -1.1823 -0.1015 -0.6286  0.0760
H 1.5701 -2.1788 -0.0606  0.0902
H 0.3218 -2.3820 -1.3237  0.0914
H 1.3697 -0.9461 -1.3274  0.0961
H -0.7091 -1.6185 0.8392  0.1479
H -1.5736 2.7679 -0.0326  0.1061
H -1.1984 2.8776 -0.6659  0.1212

<z>
Entry from OMol25: a single C5H6O2 molecule (ωB97M-V/def2-TZVPD).

Each line ends with the Löwdin charge.
Cartesian coordinates (Å):
O 2.2705 1.8222 -1.1089  0.0712
C 1.7133 1.0594 -0.3573  -0.1968
C 0.9904 -0.1436 -0.8707  -0.2056
O 0.7449 -1.2133 0.0272  0.0022
C -1.6613 -0.8269 1.6726  0.1772
C -1.1384 0.1693 0.7116  -0.2768
C -0.3770 -0.4709 -0.4261  -0.2710
H 1.6987 1.2180 0.7403  0.1365
H 1.2956 -0.4483 -1.8705  0.1553
H -1.7866 -1.7561 1.0665  0.0110
H -2.1148 0.5778 0.3674  0.1457
H -0.6307 1.0107 1.1967  0.1017
H -1.0046 -0.9983 -1.1487  0.1495

Quick one: most stable of them? <w>